# C3H9O3Yb

A structure of composition C3H9O3Yb in a non-equilibrium geometry (wB97M-V/def2-TZVPD, the Open Molecules 2025 dataset).

E_LUMO (alpha / beta)	0.387 / -0.012	eV
E_tot	-1504.0157	hartree
spin multiplicity	2
largest force on an atom	0.0755	Eh/bohr
relative energy (zero: lowest compared OMol25 entry of this formula, charge and spin)	11.2	kcal/mol

Last column: Löwdin charge in e.
Geometry (Å):
Yb 1.0214 -1.5775 0.9613  1.003
O 2.6099 -2.4545 -0.9875  -0.390
H 3.5356 -2.2473 -0.8339  -0.030
C -1.4401 0.5376 1.9718  -0.110
O -0.6814 0.1200 0.8500  -0.428
C -0.7330 1.0076 -0.2652  -0.213
C -0.0545 0.3473 -1.4487  -0.342
H -1.1979 -0.1427 2.7963  0.063
H -1.1722 1.5673 2.2501  0.098
H -2.5091 0.4519 1.7282  0.097
H -0.2022 1.9321 0.0151  0.133
H -1.7908 1.2174 -0.4885  0.131
H 0.0366 1.1128 -2.2383  0.116
H -0.7058 -0.4540 -1.8455  0.114
O 1.2020 -0.1412 -1.0716  -0.411
H 2.0814 -1.2767 -1.3937  0.170

# C3H9OPS

A cluster of 2 separate species, C3H9OPS in total in a non-equilibrium geometry (wB97M-V/def2-TZVPD, the Open Molecules 2025 dataset).

E_LUMO	0.403	eV
E_tot	-934.3653	hartree
largest force on an atom	0.0487	Eh/bohr
relative energy (zero: lowest compared OMol25 entry of this formula, charge and spin)	108.5	kcal/mol

Last column: Löwdin charge in e.
Geometry (Å):
C 2.4344 0.6952 -0.5106  -0.383
C 0.3796 2.4697 -0.6634  -0.350
C -1.4996 -2.6907 1.2461  -0.408
O -1.1679 -0.6683 -0.3944  -0.633
P 0.9920 0.8109 -1.3018  0.857
S -2.4337 -1.6304 0.1342  0.778
H -1.3451 -0.0090 -1.1255  0.000
H 3.3684 -0.0008 -0.5265  0.036
H 2.5943 1.4356 0.2173  -0.049
H 0.6358 2.5211 0.3690  0.009
H -0.6958 2.3498 -0.8181  0.002
H 0.6913 3.4598 -1.0031  0.037
H -2.2802 -3.4391 1.5981  0.065
H -1.0428 -2.1884 2.0345  0.002
H -0.6308 -3.1153 0.7441  0.037

# C3H9OS

A cluster of 2 separate species, C3H9OS in total in a non-equilibrium geometry (wB97M-V/def2-TZVPD, the Open Molecules 2025 dataset).

charge	-1
E_LUMO	4.085	eV
E_tot	-593.1430	hartree
largest force on an atom	0.0263	Eh/bohr
relative energy (zero: lowest compared OMol25 entry of this formula, charge and spin)	18.7	kcal/mol

Last column: Löwdin charge in e.
Geometry (Å):
C 0.0715 0.5861 2.1992  -0.721
S 1.7553 0.5342 1.5545  0.164
H -0.3261 1.6123 2.2042  -0.014
H -0.7225 0.0005 1.7189  -0.007
H 0.0682 0.2930 3.2569  -0.021
C -0.1411 -1.0346 -1.4646  -0.376
O 0.6279 -1.5776 -0.4509  -0.146
C -0.3654 0.4746 -1.3225  -0.127
H 0.3439 -1.2284 -2.4248  0.092
H -1.1527 -1.4538 -1.5102  0.091
H 0.9601 -0.8781 0.1555  -0.092
H 0.5885 0.9975 -1.1817  0.046
H -0.7218 0.9218 -2.2568  0.058
H -0.9859 0.7525 -0.4779  0.052

# C3H9OS

A cluster of 2 separate species, C3H9OS in total in a non-equilibrium geometry (wB97M-V/def2-TZVPD, the Open Molecules 2025 dataset).

charge	-1
E_LUMO	4.185	eV
E_tot	-593.1239	hartree
largest force on an atom	0.0617	Eh/bohr
relative energy (zero: lowest compared OMol25 entry of this formula, charge and spin)	30.7	kcal/mol

Last column: Löwdin charge in e.
Geometry (Å):
C -0.2091 2.0942 2.5497  -0.726
S -0.6243 1.0884 1.0883  0.197
H 0.6507 2.7583 2.4317  -0.020
H 0.0622 1.4864 3.4242  -0.022
H -1.0852 2.6806 2.8682  -0.021
C -0.3262 -1.1440 -1.8902  -0.381
O -0.9145 0.1203 -1.9183  -0.129
C 0.8677 -1.4853 -0.9713  -0.138
H 0.1035 -1.4436 -2.8831  0.100
H -1.0480 -1.9586 -1.6640  0.096
H -1.0809 0.3353 -0.9695  -0.072
H 1.0142 -0.6178 -0.2867  0.004
H 1.8763 -1.5361 -1.4202  0.054
H 0.7137 -2.3782 -0.3585  0.058

# C3H9OS

A cluster of 2 separate species, C3H9OS in total (wB97M-V/def2-TZVPD, the Open Molecules 2025 dataset).

charge	-1
E_LUMO	4.052	eV
E_tot	-593.1446	hartree
largest force on an atom	0.0157	Eh/bohr
relative energy (zero: lowest compared OMol25 entry of this formula, charge and spin)	17.7	kcal/mol

Last column: Löwdin charge in e.
Geometry (Å):
C -2.0269 1.4575 -0.1034  -0.211
O -1.6610 0.6343 0.9814  -0.199
H -1.4391 1.2382 -1.0061  0.068
H -1.8651 2.5159 0.1386  0.064
H -3.0876 1.3086 -0.3178  0.060
C 0.9242 -1.6440 -0.1990  -0.238
C 1.7385 -0.3398 -0.1526  -0.802
S 1.5236 0.5717 1.4244  0.181
H 1.2727 -2.1962 0.6784  0.044
H -0.1625 -1.5696 -0.1302  0.043
H 1.1207 -2.2257 -1.1029  0.041
H 1.5543 0.2553 -1.0548  0.028
H 2.7902 -0.6244 -0.1549  0.009
H -0.6819 0.6183 0.9989  -0.088

# C3H9S

A cluster of 2 separate species, C3H9S in total in a non-equilibrium geometry (wB97M-V/def2-TZVPD, the Open Molecules 2025 dataset).

charge	-1
E_LUMO	4.069	eV
E_tot	-517.8839	hartree
largest force on an atom	0.0466	Eh/bohr
relative energy (zero: lowest compared OMol25 entry of this formula, charge and spin)	18.9	kcal/mol

Last column: Löwdin charge in e.
Geometry (Å):
S 0.4515 -1.2879 -2.7268  -0.203
H 0.5190 -0.8629 -3.9572  -0.517
C 0.0828 0.9793 -0.3926  -0.234
C -0.6818 0.3679 0.7485  -0.319
C 0.1443 -0.6698 1.5675  -0.140
H -0.5028 1.0917 -1.3069  0.031
H 0.5810 1.9769 -0.1655  0.078
H 0.8249 0.3797 -0.8294  -0.061
H -1.0894 1.2287 1.4361  0.108
H -1.5636 -0.2476 0.3457  0.111
H 1.0782 -0.3964 1.9413  0.029
H 0.4790 -1.3780 0.8736  0.039
H -0.3231 -1.1817 2.4658  0.078